--- one ---
DFT (ωB97M-V/def2-TZVPD) results for 2 unconnected molecules or ions with the total composition C3H9N2O2S.

Geometry as ORCA input:
```
! RIJCOSX wB97M-V def2-TZVPD def2/J DEFGRID3
* xyz -1 1
C -0.46 -0.41 2.02
C 1.92 -0.17 -0.77
C 0.81 -0.07 1.38
N -1.78 0.86 -0.93
N 0.80 -0.56 0.04
O -2.66 -0.78 -2.68
O -3.02 1.63 -3.10
S -2.45 0.62 -2.23
H -1.27 0.32 1.62
H -0.90 -1.44 1.72
H -0.44 -0.37 3.08
H 2.68 -0.86 -0.64
H 1.61 0.12 -1.81
H 2.34 0.84 -0.32
H 0.97 1.10 1.41
H 1.77 -0.52 1.75
H 0.08 -0.31 -0.54
*
```

## Properties
orbital gap = 8.10 eV
molar mass = 137.18 g mol⁻¹

--- two ---
DFT (ωB97M-V/def2-TZVPD) results for 3 unconnected molecules or ions with the total composition C3H9N2O2S.

Geometry as ORCA input:
```
! RIJCOSX wB97M-V def2-TZVPD def2/J DEFGRID3
* xyz -1 1
N -0.03 1.78 -0.10
C -1.09 1.02 -0.65
C -1.35 -0.26 0.21
S -2.52 -1.36 -0.54
C 2.79 -0.85 -0.48
N 3.69 -1.62 0.07
O 2.55 0.39 -0.51
H 0.82 1.24 -0.32
H -2.04 1.56 -0.69
H -0.86 0.69 -1.66
H -1.72 0.08 1.20
H -0.43 -0.82 0.43
H 2.06 -1.45 -1.08
H 4.10 -1.23 0.92
H -0.54 1.94 3.01
H -0.21 1.74 0.97
O -1.09 1.76 2.23
*
```

## Properties
orbital gap = 3.04 eV
molar mass = 137.18 g mol⁻¹

--- three ---
DFT (ωB97M-V/def2-TZVPD) results for 2 unconnected molecules or ions with the total composition C3H9N2O2S.

Geometry as ORCA input:
```
! RIJCOSX wB97M-V def2-TZVPD def2/J DEFGRID3
* xyz -1 1
N 1.66 0.62 0.38
C 0.32 0.93 0.89
C -0.61 1.44 -0.25
S 0.18 1.99 -1.76
C -0.37 -0.45 1.26
N 0.07 -1.70 0.84
O -1.48 -0.35 1.75
H 2.02 1.36 -0.19
H 1.71 -0.21 -0.21
H 0.52 1.52 1.78
H -1.36 0.67 -0.48
H -1.13 2.38 -0.02
H 0.96 -1.83 0.41
H -0.62 -2.42 0.82
H -1.32 -1.13 -1.58
H 0.02 -1.07 -1.99
O -0.57 -1.75 -1.63
*
```

## Properties
orbital gap = 6.56 eV
molar mass = 137.18 g mol⁻¹

Energetically preferred structure: three | next structure: +0.0774 hartree

--- one ---
DFT (ωB97M-V/def2-TZVPD) results for a single C3H8N2S molecule.

Geometry as ORCA input:
```
! RIJCOSX wB97M-V def2-TZVPD def2/J DEFGRID3
* xyz 0 1
C 1.84 -0.60 0.41
C 1.36 0.76 -0.23
C -1.50 0.09 -0.25
H 1.16 -1.44 0.18
H 1.85 -0.43 1.49
H 2.86 -0.87 0.11
H 1.21 0.72 -1.32
H 2.02 1.52 0.11
H -2.80 0.69 1.24
H -3.34 -0.61 0.31
H -0.38 -0.57 -1.67
N -2.67 0.07 0.49
N -1.32 -0.59 -1.32
S -0.29 1.26 0.46
*
```

## Properties
structure (SMILES) = [H]/N=C(/N)SCC
orbital gap = 9.77 eV
molar mass = 104.18 g mol⁻¹

--- two ---
DFT (ωB97M-V/def2-TZVPD) results for a single C3H8N2S molecule.

Geometry as ORCA input:
```
! RIJCOSX wB97M-V def2-TZVPD def2/J DEFGRID3
* xyz 0 1
C 0.84 1.60 -2.18
C 0.56 -0.73 -0.13
C -0.95 -0.37 0.09
H 1.37 1.05 -3.01
H 0.93 2.81 -2.31
H -0.25 1.39 -2.23
H 1.91 2.13 -0.54
H 0.84 -1.84 0.19
H -1.53 -0.96 -0.64
H -0.94 0.68 -0.01
H -1.15 0.17 2.47
N 1.18 1.45 -0.71
N 1.59 0.12 -0.28
S -1.45 -1.22 1.65
*
```

## Properties
structure (SMILES) = CN/N=C\CS
orbital gap = 8.94 eV
molar mass = 104.18 g mol⁻¹

Energetically preferred structure: one | next structure: +0.1312 hartree

--- one ---
DFT (ωB97M-V/def2-TZVPD) results for a single C5H5ClF2 molecule.

Geometry as ORCA input:
```
! RIJCOSX wB97M-V def2-TZVPD def2/J DEFGRID3
* xyz 0 1
C 0.83 -0.92 -0.15
C 1.23 0.56 -0.31
C 0.19 1.33 -0.13
C -1.10 0.56 -0.05
C -0.58 -0.72 0.52
H 0.84 -1.53 -1.14
H 2.29 0.96 -0.50
H 0.36 2.50 -0.14
H -1.47 0.59 -1.07
H -0.41 -0.83 1.59
F 1.69 -1.51 0.82
F -2.26 1.00 0.71
Cl -1.62 -1.99 -0.16
*
```

## Properties
structure (SMILES) = F[C@@H]1C=C[C@H](F)[C@H]1Cl
orbital gap = 11.69 eV
molar mass = 138.54 g mol⁻¹

--- two ---
DFT (ωB97M-V/def2-TZVPD) results for a single C5H5ClF2 molecule.

Geometry as ORCA input:
```
! RIJCOSX wB97M-V def2-TZVPD def2/J DEFGRID3
* xyz 0 1
C -0.10 1.20 -0.24
C -0.90 0.10 -0.96
C -0.56 -1.13 -0.30
C -0.01 -0.62 0.99
C 0.33 0.63 1.02
H -0.68 2.10 -0.07
H -1.96 0.29 -0.80
H -0.70 0.11 -1.96
H 0.11 -1.93 -0.78
H 0.76 1.19 1.88
F -1.71 -1.87 0.05
F 0.21 -1.55 1.93
Cl 1.38 1.64 -1.13
*
```

## Properties
structure (SMILES) = FC1=C[C@@H](Cl)C[C@@H]1F
orbital gap = 11.09 eV
molar mass = 138.54 g mol⁻¹

Energetically preferred structure: two | next structure: +0.0248 hartree